13
Properties=species:S:1:pos:R:3:mulliken_charge:R:1 method="wB97M-V/def2-TZVPD" e_above_lowest_kcal_mol=113.07 gap_ha=0.3437 homo_ev=-8.56 e_tot_ha=-228.46846 lumo_ev=0.79 molar_mass_g_mol=72.11
C -1.496 1.169 0.149 -1.109
C -0.324 0.176 0.166 0.823
C -0.289 -1.001 1.117 -0.913
H -1.303 2.013 -0.471 0.354
H -2.356 0.602 -0.296 0.246
H -1.987 1.425 1.167 0.282
H 0.490 -0.456 2.046 0.239
H 0.263 -2.046 0.434 0.210
H -1.576 -1.295 1.446 0.267
H 2.071 -0.347 -1.791 0.244
H 1.659 -1.384 -0.273 0.171
N 0.515 0.333 -0.733 -0.313
N 1.685 -0.416 -0.818 -0.501